(1)
The following is a quantum chemistry calculation of C27H46BrIrN3OP2 as an isolated structure, from the Open Molecules 2025 dataset.

```
! RIJCOSX wB97M-V def2-TZVPD def2/J DEFGRID3
* xyz 4 6
N -6.25428 2.77800 -4.56935
C -6.03974 3.30814 -3.36057
C -4.86223 3.05058 -2.63561
C -3.87200 2.21827 -3.20161
C -4.10018 1.69161 -4.48015
C -5.34608 1.96948 -5.10451
C -2.59008 2.02124 -2.44218
Ir -1.50901 0.30531 -2.43430
P 2.75630 -0.24501 -0.96449
C -1.34731 2.13491 -3.13814
C -0.16377 2.63665 -2.41496
C 1.14032 2.32958 -2.86352
C 2.24402 2.62759 -2.12834
C 2.16319 3.28458 -0.80140
C 0.84238 3.94812 -0.64033
C -0.25570 3.52706 -1.31698
Br 2.06075 2.09001 0.62714
H -2.66561 2.49693 -1.46098
H -1.39354 2.32028 -4.22088
H -4.68598 3.53910 -1.67662
H -3.35846 1.09147 -4.99953
H -6.79439 3.98672 -2.94611
H -5.56863 1.55777 -6.09620
H 1.19712 1.73969 -3.78524
H -1.24201 3.85148 -1.01081
H 3.22674 2.41272 -2.54195
H 0.72648 4.62410 0.19339
P -1.40911 -1.81472 -2.45762
C 4.42654 0.44030 -0.70984
C 5.64691 0.47962 -1.56329
H 4.54629 1.08729 0.17060
H 3.05096 3.91720 -0.62258
H 6.12241 1.47320 -1.45719
H 6.44608 -0.23261 -1.28394
H 5.46950 0.34026 -2.63318
C 2.85287 -1.04338 -2.62386
C 4.07857 -1.90898 -2.90199
H 2.73285 -0.22607 -3.35113
H 1.92122 -1.63105 -2.67844
H 4.45235 -1.70201 -3.91746
H 4.89203 -1.72942 -2.18889
H 3.79782 -2.97114 -2.84276
C 2.80487 -1.65095 0.29476
C 4.05614 -1.91481 1.14689
H 2.52467 -2.56061 -0.25471
H 1.96238 -1.41914 0.95864
H 4.10900 -2.98724 1.40881
H 4.98288 -1.65350 0.62002
H 4.03310 -1.35225 2.09376
C -0.60471 -2.04722 -0.84088
C -0.84384 -3.41982 -0.21113
H -0.92591 -1.22348 -0.17105
H 0.46911 -1.87691 -1.04005
H -1.89859 -3.72039 -0.25497
H -0.22805 -4.19293 -0.69800
H -0.55811 -3.36567 0.85012
C -0.45598 -2.65497 -3.69463
C -1.15282 -2.80661 -5.03474
H -0.22058 -3.62743 -3.25257
H 0.48236 -2.10279 -3.79078
H -2.02028 -3.46525 -4.96598
H -1.47756 -1.85158 -5.45561
H -0.45457 -3.25172 -5.74824
C -3.06828 -2.55161 -2.42510
C -3.97043 -1.40740 -2.02327
H -3.10808 -3.38924 -1.72290
H -3.26761 -2.95273 -3.42696
H -4.82393 -1.31370 -2.69485
H -4.32960 -1.51679 -0.99872
H -3.42444 -0.43275 -2.08574
C 0.06947 3.56868 2.96320
N -0.42425 2.23468 2.81590
C -1.36582 1.85535 1.89132
N -1.65221 0.50067 1.97920
O -1.92919 2.61483 1.11087
H -0.34081 4.20593 2.17276
H 1.16354 3.58551 2.90419
H -0.22547 3.97806 3.93579
H -0.03692 1.50807 3.41176
H -2.25825 0.14094 1.25042
H -0.92434 -0.10982 2.31556
*
```

Relative energy (zero: lowest compared OMol25 entry of this formula, charge and spin): 217.3 kJ/mol
Gap between HOMO and LUMO (spin up / spin down): 3.697 / 3.447 eV

(2)
The following is a quantum chemistry calculation of C27H46BrNOP2V as an isolated structure, from the Open Molecules 2025 dataset.

```
! RIJCOSX wB97M-V def2-TZVPD def2/J DEFGRID3
* xyz 2 4
N -6.76891 5.00699 -4.70363
C -6.59553 5.55235 -3.49884
C -5.64593 5.03180 -2.58821
C -4.89274 3.86603 -2.91835
C -5.13843 3.32301 -4.20414
C -6.05656 3.95115 -5.07751
C -3.91177 3.27226 -1.99034
V -1.55580 0.15497 -0.05974
P 5.27845 -0.95118 0.48985
C -3.34149 2.03465 -2.17144
C -2.23471 1.61859 -1.34728
C -1.00584 1.14995 -1.88047
C 0.22044 1.57864 -1.29062
C 0.24997 2.31999 -0.06290
C -0.98315 2.49622 0.59038
C -2.23035 2.10660 0.02519
Br 1.87188 3.00935 0.87233
H -3.60234 3.96833 -1.18428
H -3.58652 1.43955 -3.05277
H -5.54773 5.54347 -1.62999
H -4.61832 2.42667 -4.52817
H -7.22840 6.41734 -3.24318
H -6.21273 3.55409 -6.09155
H -1.03003 0.75720 -2.89960
H -3.15449 2.09722 0.61480
H 1.09592 1.49863 -1.93225
H -0.97616 3.13916 1.47797
P -0.63371 -2.19314 0.46146
C 4.87035 0.79721 0.80125
C 6.10485 1.64384 0.42501
H 4.59637 0.92940 1.86328
H 4.00006 1.05275 0.17793
H 5.96230 2.67761 0.74970
H 7.02556 1.25782 0.88751
H 6.25526 1.64419 -0.66239
C 4.71661 -1.35967 -1.19338
C 5.67243 -2.42673 -1.76577
H 4.79658 -0.42891 -1.78887
H 3.66879 -1.70423 -1.17444
H 5.43813 -2.58246 -2.82087
H 6.72018 -2.09896 -1.68608
H 5.57081 -3.38551 -1.24104
C 4.54440 -2.06676 1.71652
C 5.49443 -2.10649 2.95192
H 4.46405 -3.08079 1.28539
H 3.55549 -1.68954 1.98421
H 5.06708 -2.73226 3.74673
H 6.48104 -2.52541 2.67511
H 5.66354 -1.09059 3.35868
C -0.52265 -3.53072 1.71438
C -1.48762 -4.71143 1.74752
H -0.58073 -3.01170 2.68357
H 0.50300 -3.92614 1.64559
H -2.44861 -4.45402 2.20027
H -1.68178 -5.15899 0.77081
H -1.04338 -5.49441 2.37273
C 0.59892 -2.64501 -0.79071
C 0.16865 -2.47531 -2.24774
H 0.90793 -3.68090 -0.57945
H 1.45913 -1.98899 -0.56652
H -0.77851 -2.99841 -2.44371
H 0.03909 -1.41637 -2.52564
H 0.93729 -2.90084 -2.90679
C -2.31109 -2.27617 -0.33100
C -3.39819 -1.77248 0.61644
H -2.45610 -3.32776 -0.61836
H -2.33222 -1.66164 -1.25754
H -4.15116 -1.22752 0.03064
H -3.90581 -2.63687 1.06741
H -3.04621 -1.10678 1.44187
C -0.58024 0.74397 5.24884
C -0.80027 1.29880 3.86129
O -1.01650 0.26830 2.86367
H -1.51601 0.39062 5.68933
H -0.17864 1.52480 5.89216
H 0.14235 -0.07138 5.24186
H -1.66321 1.97099 3.81921
H 0.05605 1.86952 3.51063
H -1.34681 -0.48756 3.38213
*
```

Relative energy (zero: lowest compared OMol25 entry of this formula, charge and spin): 121.1 kJ/mol
Gap between HOMO and LUMO (spin up / spin down): 7.215 / 2.847 eV

(3)
The following is a quantum chemistry calculation of a 7-piece molecular cluster, C27H46F12O15 overall, from the Open Molecules 2025 dataset.

```
! RIJCOSX wB97M-V def2-TZVPD def2/J DEFGRID3
* xyz 0 1
C 6.96848 5.88355 2.43366
C 5.84904 5.30655 3.25122
O 4.78632 4.71951 2.37734
C 3.78480 4.24818 3.04575
O 3.59916 4.22678 4.26022
C 2.61588 3.62809 2.19065
F 1.93204 2.61029 2.75958
F 1.75024 4.64074 1.89155
F 3.14172 3.17059 0.97040
H 6.63225 6.62146 1.77799
H 7.61087 5.17587 1.87492
H 7.69837 6.36566 3.08992
H 5.22698 6.03310 3.83361
H 6.23003 4.55699 3.95834
C -8.05249 4.12771 4.20680
C -8.08793 3.08633 3.09847
O -7.00209 2.10041 3.36120
C -7.34756 1.01768 3.94669
O -8.42966 0.66400 4.41091
C -6.24586 -0.02799 3.70090
F -5.08193 0.38000 4.21831
F -6.65958 -1.07812 4.31948
F -6.10254 -0.23655 2.39558
H -8.63784 5.01490 3.89595
H -7.08661 4.51502 4.51461
H -8.55040 3.63862 5.03278
H -7.79945 3.44843 2.12031
H -9.01473 2.47559 3.06938
C -0.31696 -3.25930 1.20175
C -0.99826 -2.96100 2.54570
O -0.89729 -1.50660 2.84396
C -1.71346 -1.09478 3.76349
O -2.51718 -1.76409 4.36501
C -1.16253 0.28912 4.32966
F -0.26857 -0.09793 5.25960
F -0.55018 1.00597 3.42216
F -2.13722 1.01166 4.94227
H -0.62470 -4.32086 0.94211
H 0.79689 -3.18177 1.23061
H -0.68873 -2.72250 0.31676
H -0.39559 -3.37157 3.36889
H -2.06491 -3.20810 2.78810
C 1.43729 -0.15124 -0.01814
C 0.24354 0.71499 -0.26021
O -0.92218 0.16568 0.51235
C -2.11135 0.45251 0.01952
O -2.28037 1.13437 -0.98969
C -3.21383 -0.23147 0.86608
F -3.40331 0.36551 2.05633
F -4.38903 -0.26334 0.18250
F -2.84497 -1.52939 1.06631
H 2.38264 0.36738 -0.34967
H 1.28997 -1.02663 -0.66119
H 1.52688 -0.50947 1.00555
H -0.10381 0.75277 -1.29680
H 0.24115 1.80885 0.06188
C -1.36419 -0.00778 -4.35720
O -2.22100 -1.02863 -3.80162
C -1.87278 -1.65084 -2.71126
O -0.86095 -1.40907 -2.08693
O -2.80978 -2.53563 -2.29637
C -3.96140 -2.79854 -3.10893
H -1.96408 0.45756 -5.13357
H -0.50603 -0.45113 -4.82454
H -1.07699 0.68421 -3.52859
H -4.26984 -3.73818 -2.75656
H -3.68547 -2.69083 -4.14042
H -4.80086 -2.12311 -2.90905
C 2.59877 1.30675 -3.83869
O 3.93626 1.09127 -3.35416
C 4.18638 -0.33993 -3.17396
C 5.35917 -0.56826 -2.28657
O 5.01969 -0.39810 -0.90780
C 5.29911 0.84244 -0.36785
H 2.42162 2.34030 -4.16387
H 1.93631 1.19259 -2.97973
H 2.38324 0.57858 -4.64552
H 4.21187 -0.81153 -4.14825
H 3.36113 -0.83319 -2.62821
H 6.09665 0.11959 -2.58009
H 5.71894 -1.57950 -2.46758
H 4.69390 1.14823 0.49607
H 5.11284 1.53930 -1.14219
H 6.35932 0.93953 -0.13143
C 3.48137 -3.75882 -1.56690
O 2.85435 -3.69734 -2.86143
C 1.50148 -3.45134 -2.85651
C 1.13868 -3.23382 -4.28666
O -0.21642 -3.49055 -4.67982
C -0.47208 -4.85086 -4.89170
H 4.62228 -3.81209 -1.53445
H 3.11139 -4.60886 -1.02230
H 3.18563 -2.87187 -0.99253
H 1.23676 -2.63448 -2.15928
H 0.92906 -4.31900 -2.45518
H 1.82194 -3.81315 -4.85622
H 1.39866 -2.23969 -4.57594
H -0.16847 -5.51827 -4.06848
H -0.18852 -5.24952 -5.81831
H -1.57942 -4.90862 -4.92078
*
```

Structure (SMILES): CCOC(=O)C(F)(F)F.CCOC(=O)C(F)(F)F.CCOC(=O)C(F)(F)F.CCOC(=O)C(F)(F)F.COC(=O)OC.COCCOC.COCCOC
Gap between HOMO and LUMO: 10.326 eV